1.
{
  "formula": "C5H6O",
  "method": "the ωB97M-V functional and the def2-TZVPD basis",
  "e_lumo_ha": 0.02848,
  "smiles": "C=C=CCC=O",
  "spin_multiplicity": 1,
  "elements": ["C", "C", "C", "C", "C", "O", "H", "H", "H", "H", "H", "H"],
  "positions_angstrom": [[-0.50295, -1.91284, -1.27457], [-0.39145, -0.63006, -1.14603], [-0.16081, 0.56697, -0.71188], [-0.39919, 0.89016, 0.74315], [0.97651, 0.80762, 1.30972], [1.60692, 1.83989, 1.32603], [-1.36935, -2.43963, -1.64247], [0.34223, -2.49754, -0.92519], [0.18874, 1.34439, -1.38124], [-0.73491, 1.92379, 0.87016], [-1.09047, 0.21549, 1.24478], [1.53472, -0.10824, 1.58754]],
  "forces_ev_per_a": [[0.210, -0.508, 0.040], [0.012, -0.307, 0.273], [-0.721, 0.308, -0.402], [-0.409, -0.149, 0.191], [1.114, 1.462, 0.040], [0.501, -0.047, 0.397], [-0.137, 0.097, -0.040], [0.005, -0.194, -0.331], [0.213, 0.026, 0.198], [0.072, -0.213, 0.019], [-0.091, -0.183, -0.304], [-0.770, -0.293, -0.082]]
}

2.
{
  "formula": "C12H32BrNO5PSi2",
  "method": "the ωB97M-V functional and the def2-TZVPD basis",
  "total_charge": -1,
  "e_lumo_ha": 0.08595,
  "spin_multiplicity": 1,
  "elements": ["C", "C", "C", "C", "Si", "C", "O", "C", "C", "C", "O", "O", "Si", "C", "O", "C", "C", "C", "P", "N", "O", "H", "H", "H", "H", "H", "H", "H", "H", "H", "H", "H", "H", "H", "H", "H", "H", "H", "H", "H", "H", "H", "H", "H", "H", "H", "H", "H", "H", "H", "H", "H", "H", "Br"],
  "positions_angstrom": [[-0.08800, -2.76372, -3.91755], [-0.17359, -4.03185, -3.06856], [-1.23117, -3.86782, -1.95545], [-0.65370, -3.19747, -0.68667], [-1.11664, -1.38930, -0.46228], [-1.62253, -1.16040, 1.30001], [-2.33599, -1.03757, -1.54776], [-3.10715, 0.11713, -1.25965], [-2.41999, 1.42258, -1.63214], [-2.68510, 1.84818, -3.09325], [-2.91548, 2.45232, -0.74837], [0.22250, -0.44910, -0.93732], [1.42787, -0.19821, 0.14841], [0.98008, 0.98929, 1.56288], [2.14450, 1.60812, 2.10776], [1.79221, 2.65111, 2.99718], [2.65550, 2.63555, 4.26855], [1.85448, 3.14977, 5.47580], [3.11658, 0.64643, -1.13331], [3.45563, 2.27300, -0.65088], [4.52362, -0.14728, -0.71792], [-1.07283, -2.58738, -4.35631], [0.66236, -2.85002, -4.70455], [0.12637, -1.89141, -3.29791], [0.77763, -4.21718, -2.56223], [-0.38442, -4.92561, -3.66002], [-1.51145, -4.88764, -1.67206], [-2.14059, -3.39467, -2.32396], [0.42689, -3.33598, -0.59946], [-1.07629, -3.71870, 0.17775], [-1.61136, -0.11430, 1.62171], [-2.69072, -1.52984, 1.40262], [-0.98541, -1.74309, 1.95801], [-3.45335, 0.18884, -0.22458], [-4.01430, 0.04722, -1.86962], [-1.33537, 1.40265, -1.51022], [-2.80597, 0.93997, -3.68535], [-3.57534, 2.47366, -3.10208], [-1.81645, 2.39032, -3.46720], [-2.27260, 3.16605, -0.76394], [1.96383, -1.45318, 0.73746], [0.53695, 0.38793, 2.36430], [0.25160, 1.72372, 1.19853], [1.85729, 3.63291, 2.50811], [0.74885, 2.53473, 3.30617], [3.54120, 3.24179, 4.08232], [2.93099, 1.59527, 4.44231], [1.92274, 4.23805, 5.52479], [2.24441, 2.71260, 6.39397], [0.79745, 2.89676, 5.40151], [4.40221, 2.54396, -0.88070], [2.78575, 2.90257, -1.06981], [4.32508, -1.04889, -0.44302], [-3.37878, -2.87185, 3.02401]],
  "forces_ev_per_a": [[-0.180, -0.350, 0.038], [-0.249, 0.594, 0.449], [0.857, -1.175, 0.109], [-0.791, 0.336, -0.218], [0.101, -0.863, -0.155], [-0.392, 1.101, -1.136], [0.360, 0.406, 0.569], [-0.664, 0.236, -0.371], [0.161, 1.111, -0.421], [0.422, -0.595, 0.661], [-0.013, -0.237, 0.046], [-0.201, -0.159, 0.732], [0.844, 0.738, 0.418], [0.205, -0.476, 0.065], [-0.155, 0.190, -0.199], [-0.026, 0.074, 0.474], [-0.769, -0.160, -0.384], [0.453, 0.235, -0.245], [-0.375, -0.214, -1.871], [0.181, -0.349, 0.892], [-0.086, 0.344, 0.484], [0.097, 0.060, -0.216], [-0.023, 0.136, -0.041], [0.168, -0.022, 0.002], [0.095, -0.058, -0.153], [-0.087, 0.159, -0.224], [-0.186, 0.067, 0.039], [0.075, 0.184, -0.004], [0.040, 0.004, -0.182], [-0.054, 0.204, 0.115], [-0.047, -0.022, 0.075], [1.348, 0.267, -0.031], [-0.153, -0.139, 0.130], [0.325, -0.246, 0.116], [-0.024, -0.072, 0.061], [-0.026, -0.645, 0.213], [-0.098, 0.164, -0.242], [-0.082, -0.085, -0.234], [-0.172, 0.181, -0.180], [-0.086, 0.060, 0.032], [-0.087, -0.176, -0.070], [-0.452, 0.153, -0.089], [-0.061, 0.027, 0.102], [0.067, -0.098, -0.189], [-0.043, -0.123, -0.063], [0.210, -0.200, 0.261], [0.204, 0.035, -0.069], [-0.060, -0.003, 0.222], [-0.013, 0.209, 0.112], [0.014, -0.146, -0.004], [-0.051, 0.055, -0.153], [0.134, 0.050, -0.171], [0.054, 0.022, 0.136], [-0.709, -0.788, 0.762]]
}

3.
{
  "formula": "CH3O3PS",
  "method": "the ωB97M-V functional and the def2-TZVPD basis",
  "e_lumo_ha": [-0.09173, -0.09104],
  "smiles": "OC(O)(O)P=S",
  "spin_multiplicity": 1,
  "elements": ["O", "C", "O", "O", "P", "S", "H", "H", "H"],
  "positions_angstrom": [[-0.86950, 0.44187, -1.26869], [-0.20669, 0.13711, -0.03672], [-0.35341, -1.23456, 0.26474], [-0.75323, 0.90011, 0.98291], [1.67663, 0.82794, -0.15817], [3.18080, -1.01689, 0.11795], [-1.49721, 1.10365, -1.12304], [0.11761, -1.67317, -0.50150], [-1.29499, 0.51395, 1.72252]],
  "forces_ev_per_a": [[2.613, -1.997, 0.360], [-0.581, -0.987, 0.408], [1.112, 0.932, -1.805], [-0.278, 0.639, 0.728], [2.222, -4.327, 0.614], [-3.833, 4.193, -0.705], [-1.560, 1.729, 0.573], [-0.694, 0.199, 1.346], [0.999, -0.382, -1.518]]
}

4.
{
  "formula": "C33H45Cl2O2P3Pt",
  "method": "the ωB97M-V functional and the def2-TZVPD basis",
  "total_charge": 2,
  "e_lumo_ha": [-0.20451, -0.31924],
  "spin_multiplicity": 5,
  "s_squared": 6.04,
  "elements": ["P", "C", "C", "H", "C", "H", "C", "H", "C", "H", "C", "H", "C", "C", "H", "C", "H", "C", "H", "C", "H", "C", "H", "C", "C", "H", "C", "H", "C", "H", "C", "H", "C", "H", "Pt", "C", "C", "H", "C", "O", "H", "C", "H", "C", "Cl", "Cl", "P", "C", "H", "H", "H", "C", "H", "H", "H", "C", "H", "H", "H", "P", "C", "C", "H", "H", "H", "H", "H", "H", "C", "H", "H", "H", "H", "C", "C", "C", "O", "C", "H", "H", "H", "H", "H", "H", "H", "H"],
  "positions_angstrom": [[1.27743, 2.01485, -1.37983], [1.04405, 3.71431, -2.04852], [1.54133, 4.88712, -1.46220], [2.00409, 4.86512, -0.47655], [1.44771, 6.11178, -2.13113], [1.86578, 7.01689, -1.68270], [0.85113, 6.20878, -3.39065], [0.81649, 7.16322, -3.94007], [0.30591, 5.05118, -3.94578], [-0.18043, 5.10490, -4.92417], [0.40015, 3.82237, -3.29511], [-0.01906, 2.91221, -3.72247], [2.00525, 2.42902, 0.26035], [1.09916, 2.76489, 1.28713], [0.03673, 2.64573, 1.06689], [1.55517, 3.23365, 2.51523], [0.81678, 3.49145, 3.28592], [2.90823, 3.42446, 2.76664], [3.24494, 3.86098, 3.71074], [3.82131, 3.07689, 1.75232], [4.87721, 3.22906, 1.93924], [3.37617, 2.58355, 0.51824], [4.12718, 2.33902, -0.23327], [2.85072, 1.59740, -2.26773], [3.65885, 2.51582, -2.94952], [3.33223, 3.55350, -3.11126], [4.90041, 2.14052, -3.46048], [5.54257, 2.86814, -3.96494], [5.36990, 0.83516, -3.32390], [6.37561, 0.53151, -3.68219], [4.54366, -0.10113, -2.69853], [4.88248, -1.12801, -2.59490], [3.30139, 0.27375, -2.17152], [2.63674, -0.45053, -1.68455], [-2.71970, -1.41204, 0.12217], [-1.64715, -2.37997, 1.39640], [-0.56012, -1.85598, 1.98115], [-1.94316, -3.41200, 1.67872], [0.10775, -0.62695, 1.38556], [1.47899, -0.99359, 1.08827], [1.91022, -0.16201, 0.72422], [-0.68428, -0.07853, 0.07906], [0.27940, 0.12105, 2.19974], [-0.41690, 0.88492, -0.89590], [-4.43733, -3.21039, 0.48641], [-3.66091, -0.23760, -1.62451], [-4.16405, 0.05784, 1.24570], [-5.95884, -0.13112, 0.96647], [-6.24998, -1.13194, 1.28909], [-6.14227, -0.04533, -0.10468], [-6.54589, 0.62519, 1.49687], [-3.88478, -0.31514, 2.98798], [-2.82570, -0.18351, 3.21401], [-4.16880, -1.35423, 3.14603], [-4.49205, 0.35520, 3.59892], [-3.83178, 1.83139, 1.03235], [-4.14966, 2.09289, 0.01996], [-2.76586, 2.05589, 1.14785], [-4.41943, 2.37921, 1.77645], [0.27375, -2.85694, 3.20912], [-0.95892, -3.91340, 3.91859], [0.88725, -1.79361, 4.45518], [-1.43397, -4.55235, 3.14398], [-1.74826, -3.30737, 4.42361], [-0.41911, -4.53163, 4.66455], [1.48067, -0.98032, 4.00812], [1.51600, -2.41289, 5.13181], [0.05196, -1.36185, 5.02860], [1.58517, -3.82142, 2.54635], [1.23974, -4.78519, 2.13292], [2.28541, -4.02008, 3.37482], [2.09064, -3.26112, 1.74544], [-0.85967, 1.19036, -2.00976], [-0.73992, -4.96052, -2.67729], [-2.26375, -5.15090, -2.79846], [-2.80344, -3.80817, -2.38159], [-1.83683, -3.13094, -1.53857], [-0.52914, -3.77069, -1.72329], [-0.34805, -5.87284, -2.26279], [-0.39775, -4.81522, -3.69285], [-2.57549, -5.93707, -2.10914], [-2.61408, -5.43580, -3.77900], [-2.96530, -3.08081, -3.17837], [-3.69354, -3.94146, -1.77253], [-0.15515, -4.10288, -0.74230], [0.20682, -3.04565, -2.11618]],
  "forces_ev_per_a": [[2.316, 1.471, 1.872], [-1.252, 0.143, -0.592], [-0.017, -0.040, 0.313], [-0.053, -0.023, -0.249], [0.121, 0.158, -0.149], [-0.120, -0.417, 0.000], [0.048, -0.324, 0.166], [-0.029, -0.589, 0.430], [-0.145, -0.108, -0.531], [0.146, -0.075, 0.375], [0.128, -0.052, 0.434], [0.019, 0.298, -0.282], [-0.336, -0.022, 0.702], [0.299, -0.338, -0.425], [0.178, 0.169, 0.343], [-0.756, 0.226, 0.396], [0.348, -0.080, -0.341], [0.339, -0.243, -0.808], [-0.078, -0.272, -0.353], [-0.611, 0.186, 0.359], [-0.005, -0.105, -0.175], [0.238, -0.029, 0.161], [-0.273, 0.060, 0.125], [-0.154, -1.357, -0.493], [-0.393, 0.838, -0.251], [0.131, -0.570, 0.193], [0.377, -0.082, -0.002], [-0.426, -0.110, 0.199], [-0.020, -0.277, 0.173], [-0.902, 0.327, 0.183], [-0.129, -0.044, 0.295], [-0.108, 0.122, -0.023], [-0.058, -0.013, -0.061], [0.451, 0.007, -0.194], [-1.639, 1.023, -1.624], [1.097, -2.543, 0.633], [0.660, 0.268, -0.926], [-0.116, 0.935, -0.100], [0.771, 0.779, -0.620], [-0.106, 1.197, -0.954], [-0.510, -1.327, 0.753], [2.163, 2.896, -1.054], [-1.088, 0.240, -0.823], [-0.171, -1.360, -1.551], [-0.078, -0.174, 0.475], [0.343, -0.086, -1.098], [-1.124, 0.808, 0.810], [0.329, -0.123, -0.040], [-0.009, 0.089, -0.040], [-0.036, -0.007, 0.026], [0.228, -0.049, 0.019], [-0.117, 0.247, 0.084], [-0.058, 0.022, 0.095], [-0.033, -0.025, 0.128], [0.058, -0.124, 0.164], [0.019, -0.237, 0.023], [0.048, 0.136, 0.155], [-0.205, -0.060, -0.013], [0.098, 0.047, -0.174], [-1.088, 0.611, -0.576], [-0.525, -0.470, 0.539], [0.676, 0.373, 1.117], [0.428, 0.246, 0.687], [0.615, -0.475, -0.346], [-0.518, 0.123, -0.311], [-0.056, -0.361, 0.229], [-0.279, 0.626, -0.245], [0.294, -0.141, -0.184], [0.902, -0.656, -0.506], [-0.003, 0.450, 0.221], [-0.118, -0.029, -0.387], [-0.084, -0.143, 0.380], [-0.122, -1.541, 3.648], [-0.784, -0.069, -0.209], [0.376, 0.232, 0.849], [-0.612, 0.777, 0.309], [1.218, -1.154, -0.222], [-0.157, 0.182, -0.173], [0.613, -0.223, -0.042], [0.715, 0.285, 0.043], [-0.207, 0.161, 0.059], [0.131, -0.017, -0.332], [-0.353, -0.452, -0.390], [-0.151, 0.307, -0.250], [-0.244, 0.081, -0.139], [-0.463, -0.129, 0.093]]
}

5.
{
  "formula": "C2H8N2O2",
  "method": "the ωB97M-V functional and the def2-TZVPD basis",
  "e_lumo_ha": 0.03469,
  "smiles": "[H]/N=N/OC.CO",
  "spin_multiplicity": 1,
  "elements": ["H", "N", "N", "O", "C", "H", "H", "H", "C", "O", "H", "H", "H", "H"],
  "positions_angstrom": [[2.28531, -2.80777, -1.13471], [2.13920, -1.86630, -0.72201], [1.18702, -1.65908, 0.06686], [1.04951, -0.45710, 0.48862], [2.07235, 0.53997, 0.11868], [1.55122, 1.53447, 0.31079], [2.29205, 0.28083, -0.86845], [2.96014, 0.62236, 0.69911], [-2.89739, 0.86849, 0.07830], [-1.94622, -0.19559, 0.28325], [-2.40059, 1.86291, 0.17233], [-3.84563, 0.72093, 0.61399], [-3.28534, 0.51429, -0.96674], [-1.16163, 0.04160, 0.85997]],
  "forces_ev_per_a": [[-1.285, 0.416, 1.178], [0.075, 1.361, 0.650], [1.115, -4.277, -2.522], [0.904, 2.799, 1.611], [-2.436, 1.556, 0.733], [0.427, -1.370, -0.768], [0.557, 0.516, -1.648], [0.662, -0.968, 0.818], [-0.048, -1.913, -2.192], [1.088, 0.493, 1.395], [-0.908, -0.645, -0.369], [0.634, 0.429, 0.877], [0.852, 1.774, 1.216], [-1.638, -0.170, -0.980]]
}

6.
{
  "formula": "C17H17AuO4",
  "method": "the ωB97M-V functional and the def2-TZVPD basis",
  "e_lumo_ha": -0.02479,
  "spin_multiplicity": 1,
  "elements": ["Au", "O", "C", "C", "O", "O", "C", "C", "C", "C", "C", "C", "C", "C", "C", "C", "C", "C", "H", "H", "H", "H", "H", "H", "H", "H", "H", "H", "H", "C", "C", "C", "O", "H", "H", "H", "H", "H", "H"],
  "positions_angstrom": [[-0.62416, -1.62068, 2.23172], [1.25313, 0.05539, 0.10691], [0.17864, 1.00263, -0.05786], [-0.81810, 0.94529, 1.21381], [-1.85607, 1.55014, 1.15445], [-0.25841, 0.34588, 2.26616], [0.70846, 2.42667, -0.19978], [1.05471, 3.13378, 0.97228], [1.57600, 4.41641, 0.87584], [1.71919, 5.03456, -0.35952], [1.37354, 4.37147, -1.55259], [0.94952, 3.06168, -1.43061], [-0.62688, 0.57199, -1.22735], [-0.47054, -0.67774, -1.87810], [-1.19914, -0.96278, -3.02364], [-1.91095, 0.07420, -3.64583], [-2.07735, 1.27870, -3.03115], [-1.54082, 1.48788, -1.73382], [1.62638, 0.20543, 1.00733], [0.79838, 2.74299, 1.94844], [1.87184, 4.91944, 1.79773], [2.00312, 6.06709, -0.33123], [1.40112, 4.88606, -2.46915], [0.79050, 2.46902, -2.36824], [0.12533, -1.46582, -1.43300], [-1.15930, -1.95080, -3.39361], [-2.27920, -0.15807, -4.63243], [-2.57501, 2.08903, -3.53482], [-1.78210, 2.42323, -1.18295], [0.95922, -4.30720, 1.48842], [-0.23565, -4.42495, 2.37705], [-0.38880, -5.68321, 3.23394], [-1.17854, -3.58494, 2.55147], [1.16396, -5.28396, 1.00440], [1.76520, -3.92579, 2.07615], [0.89177, -3.53903, 0.65999], [0.00256, -6.58488, 2.79959], [-1.40694, -5.83493, 3.52735], [0.17539, -5.55417, 4.19265]],
  "forces_ev_per_a": [[-0.470, 0.315, 0.227], [0.087, 0.631, 0.760], [-0.148, -0.846, 1.146], [1.555, 0.609, -0.553], [0.009, -0.387, 0.549], [-0.625, 0.214, -0.464], [0.838, 0.847, 0.734], [-0.608, -0.097, -0.929], [0.195, -0.257, 0.132], [-0.513, -0.211, -0.091], [0.241, -0.154, 2.617], [-0.339, -1.511, -1.221], [-0.370, -0.372, -1.137], [-0.620, 0.388, 0.566], [0.288, 1.575, 0.884], [0.408, -1.642, -0.455], [0.258, 0.546, 1.419], [-0.396, 0.475, -1.071], [-0.514, -0.078, -0.875], [0.220, -0.217, 0.049], [-0.180, 0.081, -0.328], [0.300, 0.398, -0.366], [0.213, 0.319, -1.090], [-0.073, 0.669, 0.978], [0.193, 0.273, 0.033], [0.022, -0.781, -0.735], [-0.378, 0.340, -0.161], [-0.352, 0.095, 0.014], [0.429, -0.847, -0.575], [-0.858, 0.592, -1.819], [-2.445, 0.011, 1.240], [0.947, 0.704, 0.451], [2.821, -1.319, -0.911], [0.173, 0.512, 0.640], [0.873, -0.219, 0.603], [-0.513, -0.701, 0.978], [0.227, -0.260, -0.465], [-0.646, 0.109, -0.024], [-0.249, 0.197, -0.751]]
}

Please write out number 3 again, unchanged.
{
  "formula": "CH3O3PS",
  "method": "the ωB97M-V functional and the def2-TZVPD basis",
  "e_lumo_ha": [-0.09173, -0.09104],
  "smiles": "OC(O)(O)P=S",
  "spin_multiplicity": 1,
  "elements": ["O", "C", "O", "O", "P", "S", "H", "H", "H"],
  "positions_angstrom": [[-0.86950, 0.44187, -1.26869], [-0.20669, 0.13711, -0.03672], [-0.35341, -1.23456, 0.26474], [-0.75323, 0.90011, 0.98291], [1.67663, 0.82794, -0.15817], [3.18080, -1.01689, 0.11795], [-1.49721, 1.10365, -1.12304], [0.11761, -1.67317, -0.50150], [-1.29499, 0.51395, 1.72252]],
  "forces_ev_per_a": [[2.613, -1.997, 0.360], [-0.581, -0.987, 0.408], [1.112, 0.932, -1.805], [-0.278, 0.639, 0.728], [2.222, -4.327, 0.614], [-3.833, 4.193, -0.705], [-1.560, 1.729, 0.573], [-0.694, 0.199, 1.346], [0.999, -0.382, -1.518]]
}